No. 1
Formula: C9H7BrCl2
Source: the OMol25 dataset
Level of theory: ωB97M-V/def2-TZVPD

Values from the calculation:
F_max = 4.68 eV/A
E_HOMO = -0.33590 hartree
Total charge = 0
SMILES = ClC1(Cl)C[C@@]1(Br)c1ccccc1
HOMO-LUMO gap = 0.3527 hartree

CARTESIAN COORDINATES (ANGSTROEM)
1 C 0.46354 0.56625 2.05485
2 C 0.02470 -0.64080 1.53698
3 C 0.71072 1.64978 1.19981
4 C -0.25682 -0.73968 0.21398
5 C 0.27706 1.64439 -0.07165
6 C -0.25840 0.43204 -0.53297
7 C -0.62212 -0.92875 -2.77404
8 C -0.81106 0.31238 -1.92754
9 C 0.23471 0.25579 -3.13878
10 Cl 1.92497 0.30948 -2.66947
11 Cl -0.00213 1.20144 -4.57754
12 Br -2.37890 1.41074 -2.21190
13 H 0.71479 0.78743 3.02472
14 H -0.05593 -1.48262 2.09653
15 H 1.07985 2.53651 1.51786
16 H -0.63487 -1.76029 -0.07617
17 H 0.46043 2.55589 -0.60333
18 H -0.18608 -1.72999 -2.38507
19 H -1.36648 -1.15600 -3.38663

No. 2
Formula: C14H34N4O10
Source: the OMol25 dataset
Level of theory: ωB97M-V/def2-TZVPD

Values from the calculation:
F_max = 3.48 eV/A
E_HOMO = -0.42219 hartree
Total charge = +2
Energy relative to the best compared isomer or geometry (same formula, charge and spin) = 17.1 kcal/mol
HOMO-LUMO gap = 0.2428 hartree

CARTESIAN COORDINATES (ANGSTROEM)
1 C -3.11413 2.39179 -0.45433
2 C -4.07149 2.78686 0.60830
3 O -4.05559 2.41464 1.70953
4 N -5.08576 3.88921 0.29347
5 H -4.88063 4.62598 0.98572
6 H -4.88034 4.31028 -0.61948
7 C -6.51627 3.45154 0.43743
8 H -2.20320 3.00403 -0.28182
9 H -3.50476 2.57565 -1.45256
10 H -2.70713 1.40282 -0.24946
11 H -7.11665 4.35430 0.44212
12 H -6.61007 2.96823 1.40599
13 H -6.73564 2.74038 -0.34906
14 C -2.57682 -3.68524 -1.67040
15 C -3.74207 -3.04454 -0.98340
16 O -4.78604 -3.51485 -0.80129
17 N -3.52526 -1.60699 -0.64467
18 H -4.08819 -1.41317 0.18947
19 H -2.51623 -1.39886 -0.40293
20 C -3.87653 -0.66252 -1.78115
21 H -1.92380 -4.12678 -0.91952
22 H -2.09964 -3.05216 -2.41148
23 H -2.99632 -4.53553 -2.21268
24 H -4.11848 0.24729 -1.25687
25 H -4.75178 -1.07366 -2.27700
26 H -3.00255 -0.72492 -2.41604
27 C 3.04722 0.65061 3.01099
28 C 4.29230 0.10803 2.45641
29 O 4.45992 -0.11638 1.33703
30 N 5.48469 0.00878 3.40182
31 H 5.65609 0.97981 3.69613
32 H 5.15834 -0.54783 4.20028
33 C 6.65503 -0.65652 2.73023
34 H 2.25678 0.64936 2.26599
35 H 3.13063 1.69915 3.31207
36 H 2.57008 0.03998 3.78752
37 H 7.42817 -0.72648 3.48991
38 H 6.96498 -0.10938 1.85378
39 H 6.31610 -1.65914 2.49859
40 C 3.82365 -2.61300 -0.60497
41 C 3.81782 -1.84920 -1.87995
42 O 4.59550 -1.06643 -2.20238
43 N 2.65426 -2.18384 -2.76537
44 H 2.72089 -3.17465 -3.01574
45 H 1.76292 -2.05691 -2.21360
46 C 2.55542 -1.28136 -3.94923
47 H 2.86945 -2.39037 -0.11154
48 H 4.59758 -2.40037 0.12465
49 H 3.93780 -3.69419 -0.73922
50 H 1.73151 -1.61354 -4.57266
51 H 3.51918 -1.32240 -4.44292
52 H 2.31020 -0.27237 -3.63730
53 O 1.11105 -0.16799 0.12267
54 C 0.02319 -0.64315 -0.55741
55 O 0.25753 -1.36662 -1.56919
56 O -1.12278 -0.53547 -0.00402
57 H 0.76012 0.43225 0.83028
58 O 0.56074 2.15941 1.74318
59 C -0.00830 3.40465 1.37147
60 O -0.55213 4.02818 2.33873
61 O 0.02075 3.75546 0.16574
62 H 0.11874 2.20815 2.64014

No. 3
Formula: C26H34EuF3NO9S
Source: the OMol25 dataset
Level of theory: ωB97M-V/def2-TZVPD

Values from the calculation:
F_max = 5.44 eV/A
E_HOMO (alpha / beta) = -0.18539 / -0.23536 hartree
⟨S²⟩ = 15.759
Total charge = 0
Energy relative to the best compared isomer or geometry (same formula, charge and spin) = 32.6 kcal/mol
HOMO-LUMO gap (alpha / beta) = 0.1953 / 0.2453 hartree
2S+1 = 8

CARTESIAN COORDINATES (ANGSTROEM)
1 Eu 0.30433 -0.27844 -0.86710
2 C -0.51647 -3.05568 -3.00760
3 C -1.28764 -3.38155 -1.74457
4 O -1.57887 -2.16072 -1.07620
5 C -2.93881 -1.98401 -0.73496
6 C -3.06165 -0.61360 -0.06675
7 O -1.89554 -0.25690 0.65226
8 C -1.72709 -0.83292 1.93371
9 C -0.97444 -2.16055 1.89470
10 O 0.24868 -2.04104 1.18184
11 C 1.45367 -2.09845 1.94990
12 C 2.34690 -0.89561 1.65060
13 O 2.49930 -0.67046 0.25567
14 C 3.69944 -1.14268 -0.33183
15 C 3.75321 -2.67225 -0.38511
16 O 2.49170 -3.21512 -0.73774
17 C 2.38025 -3.84131 -2.00160
18 C 1.87869 -2.85756 -3.04781
19 O 0.63063 -2.29992 -2.64806
20 H -1.13140 -2.43489 -3.66372
21 H -0.23833 -3.97101 -3.53554
22 H -0.66868 -3.98551 -1.07341
23 H -2.20239 -3.92928 -1.98439
24 H -3.25812 -2.78278 -0.05371
25 H -3.57109 -2.00780 -1.62846
26 H -3.94085 -0.58592 0.58423
27 H -3.16216 0.15776 -0.82772
28 H -2.69563 -0.97006 2.42736
29 H -1.13767 -0.10513 2.49535
30 H -1.57168 -2.92254 1.39009
31 H -0.79793 -2.49847 2.91950
32 H 1.95283 -3.03563 1.69448
33 H 1.22951 -2.09770 3.01996
34 H 3.32048 -1.03395 2.13160
35 H 1.87114 0.01272 2.02161
36 H 4.56638 -0.75873 0.21632
37 H 3.70377 -0.71789 -1.33527
38 H 4.00603 -3.06496 0.60449
39 H 4.53147 -2.99196 -1.08407
40 H 1.65315 -4.64815 -1.87605
41 H 3.33268 -4.28075 -2.31598
42 H 1.79368 -3.32501 -4.03248
43 H 2.56721 -2.01758 -3.12718
44 N 0.45389 1.33725 0.61849
45 C -0.19284 2.28271 1.13796
46 C 0.33079 3.01270 2.35480
47 C 0.46851 4.39926 2.34839
48 C 1.01420 5.06030 3.43961
49 C 1.40563 4.34705 4.56351
50 C 1.25871 2.96722 4.58584
51 C 0.73273 2.30728 3.48459
52 C -1.54208 2.75491 0.64187
53 C -2.47191 3.34239 1.49909
54 C -3.73095 3.70686 1.03967
55 C -4.07318 3.51664 -0.29047
56 C -3.15176 2.93844 -1.15506
57 C -1.90662 2.55028 -0.68818
58 H 0.15852 4.95811 1.47297
59 H 1.13047 6.13726 3.41586
60 H 1.82335 4.86409 5.41848
61 H 1.55497 2.40690 5.46486
62 H 0.63085 1.22816 3.49608
63 H -2.21142 3.50470 2.53765
64 H -4.44380 4.15353 1.72277
65 H -5.04765 3.82101 -0.65169
66 H -3.40602 2.79461 -2.19928
67 H -1.19896 2.08308 -1.36034
68 F 0.80674 2.68283 -2.57035
69 C 0.57900 2.11064 -3.76687
70 F 1.52506 2.50019 -4.61090
71 F -0.59197 2.55519 -4.21740
72 S 0.56684 0.26644 -3.48919
73 O 0.66907 -0.38892 -4.75159
74 O 1.69689 0.13965 -2.56764
75 O -0.69578 0.11324 -2.75989

No. 4
Formula: CH11NO4
Source: the OMol25 dataset
Level of theory: ωB97M-V/def2-TZVPD

Values from the calculation:
F_max = 1.62 eV/A
E_HOMO = -0.36840 hartree
Total charge = 0
SMILES = C=N.O.O.O.O
Energy relative to the best compared isomer or geometry (same formula, charge and spin) = 36.2 kcal/mol
HOMO-LUMO gap = 0.3903 hartree

CARTESIAN COORDINATES (ANGSTROEM)
1 C 3.80027 -4.66218 -1.53032
2 N 2.92684 -5.57027 -1.34536
3 H 3.52373 -3.74557 -2.04103
4 H 4.83498 -4.82244 -1.22802
5 H 3.40624 -6.46924 -1.27642
6 H -3.55441 4.79586 1.42251
7 H -2.59826 3.53139 1.30219
8 O -2.76327 4.36720 1.74025
9 H -1.54812 2.42753 -1.54629
10 H -2.25578 1.91897 -0.30413
11 O -1.86529 2.71521 -0.68924
12 H 0.44000 2.35531 1.46172
13 H 0.91915 1.75820 0.11881
14 O 0.61329 1.52929 0.99888
15 H -1.35847 0.43629 1.20557
16 H -2.43640 -0.68086 1.05624
17 O -2.08449 0.11530 0.65462

No. 5
Formula: C3H8OSi
Source: the OMol25 dataset
Level of theory: ωB97M-V/def2-TZVPD

Values from the calculation:
F_max = 4.36 eV/A
E_HOMO (alpha / beta) = -0.24106 / -0.26598 hartree
Total charge = 0
Energy relative to the best compared isomer or geometry (same formula, charge and spin) = 90.1 kcal/mol
HOMO-LUMO gap (alpha / beta) = 0.2073 / 0.2761 hartree

CARTESIAN COORDINATES (ANGSTROEM)
1 C -0.76702 -0.14493 -1.10296
2 C -1.78301 -1.38256 -1.32391
3 C 1.83901 0.55118 1.87155
4 O -0.02856 0.20409 -0.11603
5 Si 0.73039 1.67780 0.74674
6 H -1.00420 0.57954 -1.78570
7 H -2.16717 -1.29263 -2.28943
8 H -1.52876 -2.41223 -0.96523
9 H -2.82686 -1.39323 -0.72268
10 H 2.57189 0.14730 1.13643
11 H 2.18826 1.28573 2.60430
12 H 1.18995 -0.21656 2.19607
13 H 1.58610 2.39649 -0.24915

No. 6
Formula: C3H10B2KNO4
Source: the OMol25 dataset
Level of theory: ωB97M-V/def2-TZVPD

Values from the calculation:
F_max = 1.14 eV/A
E_HOMO = -0.19338 hartree
Total charge = 0
Energy relative to the best compared isomer or geometry (same formula, charge and spin) = 0.0 kcal/mol
HOMO-LUMO gap = 0.1316 hartree

CARTESIAN COORDINATES (ANGSTROEM)
1 C -0.10289 1.89690 -0.52935
2 C -1.30957 1.59670 0.36972
3 O -1.01912 0.95584 1.57750
4 B -0.91758 -0.50191 1.47574
5 O -1.54260 -1.08530 2.61894
6 N -0.39755 -1.13760 0.36580
7 C 1.06741 -1.12169 0.17454
8 B 1.23618 -1.75957 -1.24867
9 O 0.74452 -1.09070 -2.36268
10 O 1.85202 -3.01064 -1.46626
11 H -0.24269 2.85100 -1.07539
12 H 0.82663 1.92957 0.06593
13 H 0.03244 1.08069 -1.25647
14 H -2.08702 1.08756 -0.22092
15 H -1.73908 2.55207 0.67694
16 H -0.88178 -1.56163 3.12646
17 H 1.58777 -1.75001 0.92282
18 H 1.55409 -0.11537 0.20386
19 H 1.16035 -1.41839 -3.16732
20 H 1.19617 -3.69531 -1.62340
21 K -1.01771 4.29780 1.37221